# 1
{"formula": "CH10O3S2", "method": "ωB97M-V/def2-TZVPD", "e_lumo_ev": 0.5, "gap_ev": 8.94, "smiles": "CSS.O.O.O", "e_tot_ha": -1066.178959, "relative_energy_kcal_mol": 6.82, "homo_ha": -0.311, "elements": ["C", "S", "S", "H", "H", "H", "H", "O", "H", "H", "O", "H", "H", "O", "H", "H"], "xyz": [[0.424, -0.675, -1.853], [-1.363, -1.011, -1.751], [-1.472, -3.047, -1.363], [0.753, -0.971, -0.856], [0.619, 0.350, -2.106], [0.825, -1.403, -2.564], [-0.529, -3.097, -0.418], [-1.479, 0.677, 1.704], [-1.271, 0.625, 0.758], [-2.238, 0.111, 1.792], [1.402, 1.043, 2.019], [1.999, 0.919, 2.743], [0.510, 0.903, 2.365], [0.690, 1.723, -0.513], [0.223, 2.544, -0.293], [0.909, 1.307, 0.338]], "mulliken_charge": [-0.71, -0.08, -0.19, 0.19, 0.26, 0.37, 0.14, -0.64, 0.32, 0.31, -0.68, 0.29, 0.34, -0.56, 0.27, 0.36]}

=====

# 2
{"formula": "C7H6O2", "method": "ωB97M-V/def2-TZVPD", "e_lumo_ev": -1.1, "gap_ev": 8.42, "e_tot_ha": -420.556810, "relative_energy_kcal_mol": 145.53, "homo_ha": -0.349, "elements": ["C", "C", "C", "C", "C", "C", "C", "H", "H", "H", "H", "H", "H", "O", "O"], "xyz": [[-2.239, -0.964, -0.273], [-1.200, -0.092, 0.015], [0.106, -0.732, 0.500], [1.174, -0.078, -0.163], [2.385, -0.635, 0.251], [0.655, 1.330, -0.371], [-0.728, 1.318, -0.081], [-3.427, -0.603, -0.525], [-2.350, -1.873, 0.262], [-0.036, -1.775, 0.614], [2.103, -1.605, 1.243], [1.237, 1.789, -1.198], [-1.262, 2.041, -0.741], [3.410, -0.107, -0.309], [0.172, 1.986, 0.776]], "mulliken_charge": [-0.85, 0.46, -0.82, 0.48, -0.06, 0.14, -0.30, 0.21, 0.33, 0.42, 0.19, 0.37, 0.35, -0.51, -0.42]}

=====

# 3
{"formula": "C6H6F2O4P2", "method": "ωB97M-V/def2-TZVPD", "e_lumo_ev": 3.7, "gap_ev": 2.73, "total_charge": -2, "e_tot_ha": -1415.374135, "relative_energy_kcal_mol": 69.69, "homo_ha": 0.038, "elements": ["F", "P", "F", "C", "C", "C", "C", "C", "C", "H", "H", "H", "H", "H", "H", "O", "P", "O", "O", "O"], "xyz": [[-3.286, -0.963, -0.059], [-1.937, -2.066, 0.136], [-1.608, -2.989, -1.328], [-0.444, -1.076, 0.762], [-0.419, 0.506, 0.688], [0.805, 1.306, 1.242], [2.006, 0.493, 1.863], [1.985, -1.087, 1.921], [0.769, -1.883, 1.359], [-2.189, -3.031, 1.200], [-1.292, 1.105, 0.232], [0.867, 2.444, 1.208], [2.955, 1.004, 2.264], [2.886, -1.665, 2.354], [0.696, -3.026, 1.356], [-1.414, 1.357, -2.287], [-0.359, 2.186, -3.041], [-0.842, 2.462, -4.473], [0.963, 1.403, -3.089], [-0.142, 3.520, -2.308]], "mulliken_charge": [-0.28, 0.25, -0.31, 0.45, -0.26, -0.39, -0.40, -0.37, -0.42, 0.04, 0.25, 0.31, 0.24, 0.23, 0.21, -0.48, 0.87, -0.68, -0.61, -0.64]}

=====

# 4
{"formula": "C3H7IO", "method": "ωB97M-V/def2-TZVPD", "e_lumo_ev": -1.2, "gap_ev": 6.82, "e_tot_ha": -491.366074, "relative_energy_kcal_mol": 33.67, "homo_ha": -0.295, "elements": ["C", "C", "C", "O", "I", "H", "H", "H", "H", "H", "H", "H"], "xyz": [[1.184, 0.273, 0.364], [-0.968, 0.218, -1.170], [-0.231, -0.026, 0.109], [-0.975, 0.165, 1.221], [-0.003, -3.053, 0.440], [1.412, 0.410, 1.516], [1.431, 1.182, -0.045], [1.853, -0.640, 0.088], [-0.211, 0.341, -1.916], [-1.321, 1.229, -1.281], [-1.653, -0.616, -1.333], [-0.519, 0.517, 2.007]], "mulliken_charge": [-1.09, -1.05, 0.57, -0.37, -0.42, 0.36, 0.43, 0.25, 0.35, 0.37, 0.27, 0.32]}

=====

# 5
{"formula": "C24H21N2O3PPd", "method": "ωB97M-V/def2-TZVPD", "e_lumo_ev": 5.0, "gap_ev": 3.62, "total_charge": -2, "e_tot_ha": -1731.526602, "homo_ha": 0.049, "elements": ["Pd", "O", "C", "C", "C", "C", "C", "C", "C", "P", "C", "C", "C", "C", "C", "C", "C", "C", "C", "C", "C", "C", "H", "H", "H", "H", "H", "H", "H", "H", "H", "H", "H", "H", "H", "H", "N", "C", "C", "C", "N", "H", "H", "H", "H", "C", "O", "C", "O", "H", "H", "H"], "xyz": [[-2.480, 0.680, 0.800], [-2.890, -0.620, 3.202], [-1.997, -0.576, 2.361], [-0.794, -1.221, 2.200], [-0.463, -2.285, 3.170], [0.350, -3.300, 2.808], [1.024, -3.293, 1.523], [1.074, -2.080, 0.851], [0.288, -0.971, 1.190], [0.610, 0.662, 0.598], [0.116, 0.720, -1.199], [0.115, -0.396, -2.033], [-0.279, -0.298, -3.360], [-0.686, 0.926, -3.880], [-0.708, 2.043, -3.056], [-0.316, 1.936, -1.727], [2.451, 0.619, 0.284], [3.103, 1.101, -0.850], [4.493, 1.118, -0.940], [5.271, 0.653, 0.108], [4.638, 0.169, 1.252], [3.257, 0.154, 1.334], [-0.930, -2.255, 4.150], [0.561, -4.098, 3.517], [1.722, -4.083, 1.268], [1.827, -1.960, 0.072], [0.393, -1.357, -1.619], [-0.288, -1.183, -3.987], [-1.003, 1.003, -4.915], [-1.053, 2.997, -3.443], [-0.383, 2.794, -1.065], [2.518, 1.465, -1.687], [4.966, 1.492, -1.842], [6.353, 0.656, 0.036], [5.228, -0.208, 2.080], [2.767, -0.251, 2.213], [-2.118, -2.178, -0.152], [-2.271, -3.104, -1.099], [-2.994, -2.522, -2.126], [-3.221, -1.208, -1.688], [-2.688, -1.024, -0.486], [-1.647, -2.174, 0.782], [-1.843, -4.086, -0.979], [-3.292, -2.972, -3.058], [-3.717, -0.390, -2.185], [-2.107, 4.791, 1.386], [-2.309, 3.501, 0.847], [-2.308, 2.427, 1.821], [-2.181, 2.776, 2.969], [-2.107, 5.485, 0.542], [-1.154, 4.859, 1.919], [-2.898, 5.069, 2.091]], "mulliken_charge": [-0.04, -0.73, 0.79, -0.47, -1.63, 0.22, -1.65, 0.41, 0.91, -0.12, 0.42, -0.13, -0.51, -0.58, -0.51, -0.22, 0.45, -0.40, -0.58, -0.41, -0.62, -0.54, 0.25, 0.39, 0.25, 0.36, 0.29, 0.36, 0.31, 0.38, 0.21, 0.30, 0.36, 0.33, 0.37, 0.41, 0.27, -0.03, -1.05, -0.70, -0.06, 0.05, 0.53, 0.37, 0.52, -0.76, -0.10, 0.10, -0.55, 0.23, 0.29, 0.27]}

=====

# 6
{"formula": "C6H6NOPbS5", "method": "ωB97M-V/def2-TZVPD", "e_lumo_ev": 2.9, "gap_ev": 6.65, "total_charge": -1, "e_tot_ha": -2546.153505, "homo_ha": -0.139, "elements": ["Pb", "N", "C", "O", "C", "C", "H", "H", "H", "H", "H", "H", "S", "C", "S", "C", "C", "S", "S", "S"], "xyz": [[1.318, -0.656, -2.282], [-2.135, 2.363, -1.232], [-1.374, 1.302, -1.627], [-0.771, 1.325, -2.690], [-1.347, 0.132, -0.669], [-0.709, -1.109, -1.258], [-2.001, 3.227, -1.729], [-2.459, 2.408, -0.283], [-2.369, -0.022, -0.297], [-0.757, 0.483, 0.185], [-1.334, -1.527, -2.054], [-0.570, -1.867, -0.489], [1.224, -0.969, 5.057], [1.515, -0.867, 3.428], [1.895, -2.209, 2.427], [2.076, -1.370, 0.898], [1.859, -0.036, 0.950], [1.959, 1.108, -0.370], [1.449, 0.597, 2.531], [2.531, -2.313, -0.494]], "mulliken_charge": [0.42, -0.42, 0.61, -0.65, -0.27, -1.39, 0.25, 0.20, 0.41, 0.17, 0.52, 0.34, -0.34, 0.10, -0.13, 0.19, -0.03, -0.40, -0.13, -0.44]}

=====

# 7
{"formula": "C29H52AsN5O5PtSi3", "method": "ωB97M-V/def2-TZVPD", "e_lumo_ev": -11.1, "gap_ev": 6.95, "total_charge": 4, "e_tot_ha": -5008.552308, "relative_energy_kcal_mol": 0.00, "homo_ha": -0.662, "elements": ["Pt", "N", "C", "C", "N", "H", "H", "H", "H", "H", "H", "H", "H", "H", "C", "N", "N", "C", "O", "C", "C", "C", "C", "C", "C", "C", "C", "C", "H", "H", "H", "H", "H", "H", "H", "H", "H", "H", "H", "H", "C", "Si", "C", "C", "As", "Si", "C", "C", "C", "Si", "C", "C", "C", "H", "H", "H", "H", "H", "H", "H", "H", "H", "H", "H", "H", "H", "H", "H", "H", "H", "H", "H", "H", "H", "H", "H", "H", "H", "H", "H", "O", "C", "O", "C", "C", "C", "C", "C", "C", "N", "O", "O", "H", "H", "H", "H"], "xyz": [[0.711, -0.372, 0.484], [8.360, -3.867, -6.764], [7.831, -2.853, -5.770], [6.581, -3.380, -5.057], [6.059, -2.481, -4.041], [9.180, -3.511, -7.262], [7.657, -4.107, -7.468], [8.639, -4.736, -6.302], [7.624, -1.947, -6.336], [8.641, -2.656, -5.071], [6.811, -4.338, -4.583], [5.794, -3.570, -5.791], [5.821, -1.576, -4.429], [6.726, -2.337, -3.293], [-2.478, -5.096, 0.801], [-3.255, -3.880, 0.585], [-2.695, -2.618, 0.676], [-3.706, -1.702, 0.545], [-3.400, -0.440, 0.503], [-4.902, -2.398, 0.449], [-4.583, -3.751, 0.485], [-5.491, -4.926, 0.454], [-1.302, -2.420, 0.448], [-0.756, -2.550, -0.800], [0.661, -2.512, -0.963], [1.502, -2.569, 0.142], [0.959, -2.314, 1.431], [-0.441, -2.119, 1.542], [-1.615, -4.871, 1.424], [-2.152, -5.526, -0.145], [-3.100, -5.813, 1.330], [-5.892, -1.988, 0.360], [-6.517, -4.597, 0.312], [-5.440, -5.480, 1.393], [-5.228, -5.606, -0.357], [-1.390, -2.697, -1.667], [1.081, -2.595, -1.956], [2.564, -2.735, 0.023], [1.578, -2.363, 2.317], [-0.876, -1.940, 2.517], [-0.884, 3.022, 4.543], [-0.650, 1.229, 4.167], [0.576, 0.317, 5.229], [-2.213, 0.291, 3.810], [0.725, 1.329, 2.115], [-4.603, 0.858, 0.376], [-5.454, 0.637, -1.250], [-3.516, 2.355, 0.412], [-5.690, 0.707, 1.871], [3.028, 2.239, 2.317], [2.884, 3.472, 3.687], [3.337, 2.981, 0.646], [4.027, 0.726, 2.714], [-1.354, 3.105, 5.529], [-1.545, 3.512, 3.825], [0.058, 3.568, 4.589], [1.226, 1.006, 5.770], [1.210, -0.381, 4.676], [0.033, -0.271, 5.974], [-2.994, 0.671, 4.475], [-2.103, -0.772, 4.029], [-2.563, 0.414, 2.784], [-4.875, 1.071, -2.066], [-6.423, 1.140, -1.233], [-5.643, -0.409, -1.502], [-2.773, 2.321, -0.386], [-3.012, 2.486, 1.372], [-4.127, 3.246, 0.244], [-5.794, -0.316, 2.238], [-6.694, 1.068, 1.639], [-5.313, 1.315, 2.695], [2.125, 4.231, 3.491], [3.842, 3.998, 3.765], [2.695, 3.008, 4.656], [2.901, 3.978, 0.563], [2.984, 2.365, -0.183], [4.419, 3.090, 0.525], [3.982, 0.478, 3.776], [5.074, 0.926, 2.472], [3.722, -0.146, 2.133], [-0.037, 2.598, 0.971], [0.113, 2.365, -0.296], [0.584, 1.264, -0.713], [-0.281, 3.392, -1.246], [-0.468, 4.720, -0.843], [-0.855, 5.669, -1.772], [-1.084, 5.299, -3.093], [-0.908, 3.975, -3.459], [-0.498, 3.011, -2.569], [-1.172, 3.560, -4.859], [-1.063, 2.374, -5.101], [-1.470, 4.426, -5.640], [-0.303, 5.004, 0.188], [-0.985, 6.700, -1.474], [-1.398, 6.019, -3.838], [-0.363, 1.995, -2.906]], "mulliken_charge": [0.88, -0.33, -0.49, -0.69, -0.56, 0.37, 0.35, 0.35, 0.35, 0.35, 0.42, 0.40, 0.24, 0.25, -0.85, -0.05, 0.85, 0.41, -0.37, -0.15, 0.02, -1.77, 0.23, -0.17, -1.17, -0.81, -0.38, -0.98, 0.30, 0.31, 0.42, 0.58, 0.42, 0.41, 0.40, 0.65, 0.55, 0.52, 0.72, 0.64, -1.01, 0.47, -1.19, -0.75, 0.15, 0.43, -1.20, -0.57, -1.11, 0.20, -1.05, -0.98, -0.96, 0.44, 0.30, 0.32, 0.39, 0.31, 0.45, 0.54, 0.41, -0.14, 0.33, 0.39, 0.39, -0.08, 0.08, 0.58, 0.39, 0.47, 0.31, 0.34, 0.46, 0.33, 0.31, 0.30, 0.47, 0.34, 0.43, 0.26, -0.13, 0.81, -0.91, 0.34, -0.59, -0.90, -0.46, -0.46, -0.07, 1.06, -0.60, -0.56, 0.51, 0.48, 0.57, 0.72]}

=====

# 8
{"formula": "C4H10S", "method": "ωB97M-V/def2-TZVPD", "e_lumo_ev": [-10.2, -8.7], "multiplicity": 2, "gap_ev": [5.15, 6.94], "total_charge": 1, "e_tot_ha": -556.092685, "relative_energy_kcal_mol": 90.25, "homo_ha": [-0.566, -0.574], "elements": ["C", "C", "C", "C", "S", "H", "H", "H", "H", "H", "H", "H", "H", "H", "H"], "xyz": [[-1.476, 2.520, 0.844], [-0.183, 1.833, 1.170], [0.038, 0.564, 0.259], [1.166, -0.332, 0.660], [0.321, -2.429, -1.497], [-2.071, 2.647, 1.797], [-2.081, 1.855, 0.187], [-1.520, 3.443, 0.276], [0.621, 2.550, 0.936], [-0.198, 1.522, 2.215], [-0.887, -0.017, 0.242], [0.072, 0.829, -0.795], [2.147, 0.060, 0.419], [1.278, -0.792, 1.632], [1.078, -1.232, -0.065]], "mulliken_charge": [-1.08, -0.29, -0.62, -0.29, 0.34, 0.27, 0.31, 0.35, 0.31, 0.36, 0.48, 0.44, 0.36, 0.37, -0.31]}

=====

- Which formula does entry 5 have?
  C24H21N2O3PPd

=====

Repeat the first record exactly.
{"formula": "CH10O3S2", "method": "ωB97M-V/def2-TZVPD", "e_lumo_ev": 0.5, "gap_ev": 8.94, "smiles": "CSS.O.O.O", "e_tot_ha": -1066.178959, "relative_energy_kcal_mol": 6.82, "homo_ha": -0.311, "elements": ["C", "S", "S", "H", "H", "H", "H", "O", "H", "H", "O", "H", "H", "O", "H", "H"], "xyz": [[0.424, -0.675, -1.853], [-1.363, -1.011, -1.751], [-1.472, -3.047, -1.363], [0.753, -0.971, -0.856], [0.619, 0.350, -2.106], [0.825, -1.403, -2.564], [-0.529, -3.097, -0.418], [-1.479, 0.677, 1.704], [-1.271, 0.625, 0.758], [-2.238, 0.111, 1.792], [1.402, 1.043, 2.019], [1.999, 0.919, 2.743], [0.510, 0.903, 2.365], [0.690, 1.723, -0.513], [0.223, 2.544, -0.293], [0.909, 1.307, 0.338]], "mulliken_charge": [-0.71, -0.08, -0.19, 0.19, 0.26, 0.37, 0.14, -0.64, 0.32, 0.31, -0.68, 0.29, 0.34, -0.56, 0.27, 0.36]}